1.
C16H12F9IN2O5S2V | ωB97M-V/def2-TZVPD

Values from the calculation:
E_tot in eV: -109888.0333
Molar mass in u: 725.24
LUMO level (spin up / spin down) in eV: -12.771 / -12.770
Highest occupied orbital energy (spin up / spin down) in eV: -19.17 / -19.17
Energy relative to the best compared isomer or geometry (same formula, charge and spin) in eV: 1.6755
Total charge: +3
Gap between HOMO and LUMO (spin up / spin down) in eV: 6.40 / 6.40

Element x y z (Å)
V: -0.704 -0.531 -1.178
C: 2.333 -2.560 -1.651
C: 2.227 -1.115 -1.317
O: 0.955 -0.623 -1.263
C: 3.290 -0.266 -1.122
C: 3.105 1.150 -1.040
C: 4.185 1.972 -0.919
C: 5.475 1.419 -0.848
C: 5.680 0.035 -0.875
C: 4.611 -0.805 -1.025
H: 1.355 -3.015 -1.769
H: 2.876 -3.101 -0.872
H: 2.900 -2.684 -2.575
H: 2.110 1.565 -1.104
H: 4.060 3.045 -0.882
H: 6.330 2.080 -0.763
H: 6.677 -0.369 -0.775
H: 4.770 -1.875 -1.028
F: -2.796 5.926 -0.569
C: -1.716 5.512 0.083
F: -1.886 5.686 1.386
F: -0.659 6.211 -0.323
C: -1.493 4.035 -0.231
C: -1.883 3.055 0.669
C: -1.669 1.736 0.349
N: -1.079 1.379 -0.823
C: -0.712 2.345 -1.711
C: -0.916 3.671 -1.446
H: -2.345 3.316 1.611
H: -1.979 0.953 1.022
H: -0.274 2.032 -2.646
H: -0.635 4.414 -2.182
I: -1.415 -0.821 -3.548
F: -3.405 -4.672 -0.057
C: -2.806 -3.587 -0.389
F: -3.377 -3.001 -1.418
F: -1.528 -3.816 -0.660
S: -2.802 -2.261 1.020
O: -1.694 -1.245 -0.156
O: -3.898 -1.365 0.994
N: -1.624 -2.206 2.084
S: -2.221 -3.374 3.063
O: -1.354 -4.442 3.369
O: -3.422 -3.617 2.121
C: -3.036 -2.657 4.629
F: -2.131 -2.615 5.561
F: -4.023 -3.456 4.912
F: -3.456 -1.455 4.293

2.
C5H13N2 | ωB97M-V/def2-TZVPD

Values from the calculation:
E_tot in eV: -8368.6234
Molar mass in u: 101.17
LUMO level in eV: -3.387
Highest occupied orbital energy in eV: -11.60
Energy relative to the best compared isomer or geometry (same formula, charge and spin) in eV: 2.1870
SMILES: CN/C=C/CC[NH3+]
Total charge: +1
Gap between HOMO and LUMO in eV: 8.21

Element x y z (Å)
C: -2.107 -1.189 -0.243
C: -1.134 -0.756 0.868
C: -0.197 0.340 0.468
C: 1.149 0.225 0.516
N: 2.049 1.018 -0.121
C: 3.474 0.776 0.040
N: -2.567 0.041 -0.987
H: -1.685 -1.844 -1.004
H: -2.976 -1.648 0.215
H: -1.759 -0.511 1.733
H: -0.591 -1.665 1.125
H: -0.628 1.336 0.354
H: 1.571 -0.587 1.106
H: 1.753 1.274 -1.048
H: 3.918 0.176 -0.760
H: 4.030 1.699 0.186
H: 3.617 0.144 0.913
H: -1.715 0.557 -1.265
H: -3.003 0.691 -0.322
H: -3.201 -0.080 -1.776

3.
C44H43N3O4PS2Tc | ωB97M-V/def2-TZVPD

Values from the calculation:
E_tot in eV: -92140.9335
2S+1: 4
⟨S²⟩: 3.782
Molar mass in u: 870.95
LUMO level (spin up / spin down) in eV: -3.295 / -2.943
Highest occupied orbital energy (spin up / spin down) in eV: -10.44 / -10.91
Energy relative to the best compared isomer or geometry (same formula, charge and spin) in eV: 0.1495
Total charge: +1
Gap between HOMO and LUMO (spin up / spin down) in eV: 7.14 / 7.97

Element x y z (Å)
Tc: 0.378 0.222 -1.367
C: 1.641 -0.010 2.387
C: 2.475 -0.633 1.326
N: 2.093 -0.811 0.085
C: 3.044 -1.479 -0.658
C: 4.185 -1.773 0.020
S: 4.048 -1.240 1.638
C: 2.668 -1.881 -2.014
C: 3.309 -2.745 -2.844
S: 2.383 -2.986 -4.262
C: 1.184 -1.916 -3.677
N: 1.473 -1.412 -2.511
C: -0.087 -1.631 -4.394
H: 0.704 0.315 1.946
H: 2.153 0.829 2.861
H: 1.403 -0.761 3.143
H: 5.065 -2.279 -0.340
H: 4.243 -3.257 -2.683
H: -0.010 -1.843 -5.459
H: -0.353 -0.580 -4.266
H: -0.884 -2.241 -3.965
O: -0.443 -3.851 -1.239
C: -0.800 -3.442 0.076
C: -0.851 -1.893 0.092
O: -0.946 -1.303 1.147
O: -0.818 -1.323 -1.085
C: 0.247 -3.887 1.093
C: 1.478 -4.375 0.678
C: 2.434 -4.760 1.611
C: 2.176 -4.642 2.966
C: 0.948 -4.143 3.387
C: -0.010 -3.773 2.459
C: -2.191 -3.985 0.406
C: -3.335 -3.229 0.167
C: -4.593 -3.775 0.377
C: -4.722 -5.083 0.817
C: -3.587 -5.846 1.049
C: -2.329 -5.298 0.848
H: -0.533 -4.810 -1.263
H: 1.687 -4.466 -0.380
H: 3.384 -5.157 1.274
H: 2.918 -4.946 3.692
H: 0.732 -4.056 4.444
H: -0.966 -3.389 2.790
H: -3.250 -2.207 -0.179
H: -5.475 -3.175 0.195
H: -5.703 -5.507 0.981
H: -3.680 -6.866 1.397
H: -1.448 -5.894 1.053
C: 1.667 3.236 -3.634
C: 2.431 1.999 -3.166
C: 2.761 1.078 -4.340
C: 3.698 2.388 -2.406
O: 1.600 1.307 -2.260
H: 2.291 3.859 -4.276
H: 1.352 3.828 -2.774
H: 0.779 2.941 -4.197
H: 3.373 1.604 -5.074
H: 1.845 0.752 -4.836
H: 3.314 0.201 -3.998
H: 4.417 2.863 -3.074
H: 4.161 1.500 -1.974
H: 3.461 3.090 -1.605
N: -0.498 1.385 -0.347
P: -1.038 2.494 0.661
C: 0.252 3.005 1.813
C: -0.039 3.607 3.035
C: 0.992 4.009 3.870
C: 2.312 3.815 3.487
C: 2.605 3.220 2.268
C: 1.577 2.813 1.431
C: -1.541 3.941 -0.287
C: -1.674 5.183 0.327
C: -2.094 6.276 -0.412
C: -2.376 6.135 -1.764
C: -2.237 4.900 -2.380
C: -1.820 3.801 -1.643
C: -2.442 1.872 1.583
C: -2.261 1.156 2.763
C: -3.348 0.571 3.388
C: -4.615 0.694 2.836
C: -4.799 1.406 1.659
C: -3.715 1.995 1.030
H: -1.068 3.745 3.347
H: 0.764 4.469 4.822
H: 3.114 4.128 4.143
H: 3.633 3.070 1.966
H: 1.806 2.343 0.480
H: -1.444 5.307 1.378
H: -2.197 7.241 0.067
H: -2.700 6.992 -2.339
H: -2.451 4.788 -3.434
H: -1.703 2.836 -2.119
H: -1.273 1.048 3.194
H: -3.204 0.012 4.303
H: -5.463 0.234 3.326
H: -5.788 1.506 1.231
H: -3.862 2.553 0.113

4.
C17H26BNO8Rh | ωB97M-V/def2-TZVPD

Values from the calculation:
E_tot in eV: -39599.1149
Molar mass in u: 486.11
LUMO level in eV: -3.443
Highest occupied orbital energy in eV: -11.77
Energy relative to the best compared isomer or geometry (same formula, charge and spin) in eV: 0.0000
Total charge: +1
Gap between HOMO and LUMO in eV: 8.33

Element x y z (Å)
Rh: 0.579 1.074 1.270
C: 3.284 0.972 -0.236
O: 2.645 0.986 1.059
C: 3.185 0.028 1.983
C: 2.479 0.265 3.292
O: 1.056 0.154 3.095
C: 0.456 -1.050 3.608
H: 4.329 1.250 -0.102
H: 2.766 1.708 -0.840
H: 3.187 -0.017 -0.680
H: 4.258 0.199 2.095
H: 3.015 -0.979 1.591
H: 2.667 1.279 3.644
H: 2.806 -0.442 4.054
H: 0.577 -1.060 4.690
H: 0.923 -1.926 3.162
H: -0.595 -1.015 3.341
O: -1.346 1.234 1.711
C: -2.127 1.967 1.068
C: -1.866 2.709 -0.116
C: -2.948 3.464 -0.624
C: -2.793 4.191 -1.761
C: -1.573 4.202 -2.460
C: -0.515 3.477 -1.995
C: -0.615 2.709 -0.808
O: 0.435 2.048 -0.430
N: -3.925 4.976 -2.273
O: -4.972 4.905 -1.666
O: -3.755 5.572 -3.315
H: -3.144 2.018 1.465
H: -3.901 3.472 -0.112
H: -1.495 4.791 -3.363
H: 0.430 3.470 -2.519
C: -1.986 -3.058 -0.785
C: -0.659 -2.663 -0.175
C: -0.188 -3.719 0.810
O: -0.855 -1.416 0.583
B: 0.265 -0.675 0.393
O: 1.163 -1.196 -0.486
C: 0.440 -2.257 -1.207
C: 1.418 -3.355 -1.562
C: -0.126 -1.608 -2.459
H: -2.687 -3.326 0.005
H: -1.861 -3.926 -1.434
H: -2.418 -2.247 -1.366
H: -0.913 -3.803 1.619
H: 0.786 -3.467 1.233
H: -0.103 -4.692 0.327
H: 1.953 -3.721 -0.688
H: 2.146 -2.978 -2.281
H: 0.893 -4.192 -2.025
H: -0.820 -0.803 -2.211
H: -0.649 -2.338 -3.077
H: 0.693 -1.188 -3.042

5.
C23H59BrIN7O5P | ωB97M-V/def2-TZVPD

Values from the calculation:
E_tot in eV: -132901.2718
Molar mass in u: 751.55
LUMO level in eV: -2.988
Highest occupied orbital energy in eV: -9.96
Total charge: +1
Gap between HOMO and LUMO in eV: 6.97

Element x y z (Å)
C: -4.703 -2.207 10.503
C: -4.842 -3.196 9.341
Br: -5.421 -4.955 9.972
C: -3.529 -3.362 8.600
N: -3.686 -4.247 7.440
C: -2.794 -4.404 6.499
N: -3.106 -5.266 5.450
C: -1.855 -6.004 5.100
C: -0.863 -5.024 4.498
C: -0.659 -3.818 5.438
P: -0.653 -2.271 4.399
O: -2.208 -2.166 3.860
I: -0.416 -0.569 6.145
N: -1.602 -3.774 6.590
H: -5.052 -2.639 11.436
H: -3.655 -1.940 10.652
H: -5.260 -1.294 10.304
H: -5.612 -2.860 8.648
H: -2.814 -3.832 9.284
H: -3.139 -2.398 8.266
H: -4.536 -4.795 7.375
H: -3.405 -4.749 4.623
H: -2.087 -6.815 4.417
H: -1.458 -6.419 6.028
H: 0.079 -5.512 4.251
H: -1.287 -4.691 3.543
H: 0.349 -3.837 5.854
H: -2.712 -1.509 4.360
H: -1.149 -3.888 7.490
C: -2.785 0.703 -0.885
C: -2.495 0.054 0.465
C: -1.175 0.492 1.112
O: -0.021 -0.081 0.537
C: 0.433 0.533 -0.659
N: -2.559 -1.404 0.321
H: -2.207 0.246 -1.688
H: -3.836 0.577 -1.141
H: -2.565 1.771 -0.868
H: -3.294 0.356 1.151
H: -1.183 0.141 2.149
H: -1.089 1.586 1.145
H: 0.289 1.616 -0.638
H: -0.071 0.118 -1.534
H: 1.497 0.323 -0.755
H: -2.488 -1.840 1.236
H: -1.708 -1.691 -0.159
C: 4.997 1.616 -4.461
C: 4.189 2.546 -3.561
C: 3.072 1.849 -2.773
O: 1.928 1.501 -3.528
C: 2.040 0.311 -4.288
N: 3.693 3.670 -4.359
H: 4.463 1.379 -5.381
H: 5.932 2.095 -4.748
H: 5.238 0.679 -3.953
H: 4.876 2.955 -2.813
H: 2.711 2.549 -2.014
H: 3.458 0.967 -2.242
H: 2.637 -0.442 -3.762
H: 2.478 0.496 -5.271
H: 1.032 -0.078 -4.435
H: 3.262 4.355 -3.744
H: 2.928 3.333 -4.938
C: -0.735 -3.109 -4.427
C: -1.129 -2.918 -2.965
C: -0.745 -4.092 -2.053
O: -1.562 -5.238 -2.168
C: -1.261 -6.091 -3.258
N: -2.552 -2.583 -2.892
H: -1.429 -3.768 -4.948
H: -0.756 -2.151 -4.946
H: 0.270 -3.526 -4.520
H: -0.570 -2.053 -2.589
H: -0.862 -3.763 -1.015
H: 0.311 -4.364 -2.191
H: -0.184 -6.128 -3.449
H: -1.778 -5.781 -4.169
H: -1.605 -7.090 -2.995
H: -2.798 -2.332 -1.938
H: -3.087 -3.427 -3.076
C: 2.201 8.349 -4.496
C: 3.280 9.425 -4.579
C: 4.440 9.081 -5.523
O: 5.351 8.125 -5.021
C: 4.945 6.774 -5.152
N: 3.736 9.747 -3.224
H: 2.509 7.519 -3.859
H: 1.292 8.765 -4.063
H: 1.958 7.951 -5.483
H: 2.811 10.324 -4.989
H: 5.031 9.988 -5.675
H: 4.064 8.767 -6.506
H: 4.391 6.609 -6.080
H: 4.337 6.454 -4.305
H: 5.843 6.158 -5.168
H: 4.354 10.552 -3.257
H: 4.326 8.983 -2.905

6.
C5H8N | ωB97M-V/def2-TZVPD

Values from the calculation:
E_tot in eV: -6793.8481
Molar mass in u: 82.13
LUMO level (spin up / spin down) in eV: -5.332 / -5.332
Highest occupied orbital energy (spin up / spin down) in eV: -15.04 / -15.04
Energy relative to the best compared isomer or geometry (same formula, charge and spin) in eV: 4.2403
SMILES: C#C/[N+](C)=C\C
Total charge: +1
Gap between HOMO and LUMO (spin up / spin down) in eV: 9.71 / 9.71

Element x y z (Å)
C: -0.398 -2.380 0.292
C: 0.079 -1.284 0.111
C: -0.304 0.885 -0.039
C: -1.912 1.063 -0.313
C: 2.008 0.038 0.194
N: 0.553 -0.062 0.123
H: -0.716 -3.313 0.208
H: -2.288 0.350 0.437
H: 0.092 1.905 -0.034
H: -2.309 2.082 -0.137
H: -2.084 0.628 -1.311
H: 2.322 0.486 -0.742
H: 2.551 0.618 1.022
H: 2.406 -1.015 0.190